Below is a molecular structure, C28H37N5O2PPdS2, with properties calculated with ωB97M-V with the def2-TZVPD basis set.

Element x y z (Å)
Pd  0.097  -0.065  -0.419
C  2.362  0.713  1.842
N  0.995  0.199  1.639
C  0.886  -1.126  2.282
C  -0.005  1.131  2.193
C  -0.119  2.375  1.340
N  -0.610  2.056  -0.019
C  -2.080  2.093  -0.076
C  -0.053  2.988  -1.014
H  2.526  0.916  2.906
H  2.542  1.621  1.272
H  3.078  -0.034  1.519
H  1.074  -1.052  3.359
H  1.635  -1.793  1.858
H  -0.100  -1.553  2.124
H  0.257  1.413  3.219
H  -0.966  0.611  2.224
H  0.852  2.855  1.248
H  -0.786  3.094  1.824
H  -2.437  3.116  0.080
H  -2.502  1.451  0.693
H  -2.420  1.750  -1.051
H  -0.338  4.019  -0.779
H  -0.442  2.743  -2.000
H  1.033  2.920  -1.016
C  1.637  1.023  -3.534
P  1.988  0.257  -1.924
C  3.496  1.068  -1.360
C  4.485  0.318  -0.719
C  5.652  0.930  -0.290
C  5.839  2.292  -0.496
C  4.866  3.040  -1.143
C  3.697  2.433  -1.577
C  2.443  -1.455  -2.282
C  3.450  -1.746  -3.201
C  3.793  -3.065  -3.454
C  3.141  -4.098  -2.789
C  2.142  -3.819  -1.869
C  1.794  -2.499  -1.621
H  2.553  1.029  -4.124
H  1.280  2.046  -3.428
H  0.883  0.439  -4.059
H  4.356  -0.751  -0.587
H  6.425  0.343  0.189
H  6.753  2.769  -0.165
H  5.029  4.094  -1.332
H  2.957  3.029  -2.101
H  3.979  -0.946  -3.708
H  4.576  -3.289  -4.168
H  3.422  -5.126  -2.981
H  1.642  -4.627  -1.350
H  1.018  -2.288  -0.888
N  -6.743  0.479  4.905
C  -5.870  0.027  4.028
C  -6.224  -0.046  2.638
C  -5.353  -0.608  1.754
C  -4.111  -1.090  2.215
C  -3.717  -0.973  3.561
C  -4.576  -0.416  4.466
S  -3.151  -2.159  1.152
O  -2.162  -2.776  1.971
O  -4.133  -2.917  0.440
N  -2.324  -1.136  0.107
C  -2.360  -1.411  -1.172
S  -3.497  -2.448  -2.087
C  -2.660  -2.081  -3.492
C  -1.569  -1.237  -3.248
N  -1.410  -0.856  -1.992
H  -7.672  0.774  4.624
H  -6.523  0.521  5.895
H  -7.190  0.319  2.310
H  -5.632  -0.716  0.713
H  -2.760  -1.368  3.878
H  -4.304  -0.340  5.513
H  -2.949  -2.486  -4.454
H  -0.882  -0.899  -4.010

The spin multiplicity is 5. The orbital gap (spin up / spin down) comes out at 7.65 / 4.68 eV. Its energy above the lowest of the compared OMol25 structures with the same formula, charge and spin is 0.1430 eV. The calculation puts the largest force on an atom at 0.016 Eh/bohr. For the HOMO energy (spin up / spin down), the calculation gives -0.572 / -0.593 hartree. As for the charge: +3. As for the expectation value of S²: 6.06.

***

Below is 4 unconnected molecules or ions with the total composition C28H37N5O6P at a distorted geometry, with properties calculated with ωB97M-V with the def2-TZVPD basis set.

Element x y z (Å)
C  0.442  0.844  2.278
N  1.645  1.236  1.509
C  1.492  1.054  0.044
P  1.128  -0.734  -0.541
C  0.619  -2.556  -0.999
C  0.795  -3.473  0.268
C  -0.270  -3.171  1.419
C  -1.740  -3.537  0.973
N  -2.616  -2.386  0.705
C  -3.039  -1.347  1.514
C  -3.960  -0.431  0.826
C  -4.057  -1.028  -0.546
C  -3.209  -2.205  -0.553
H  0.180  1.561  3.114
H  0.676  -0.140  2.789
H  -0.482  0.709  1.662
H  2.417  0.639  1.807
H  2.490  1.359  -0.415
H  0.737  1.771  -0.415
H  -0.266  -0.538  -0.125
H  0.793  -0.266  -1.886
H  2.501  -0.959  -1.004
H  1.550  -1.220  0.768
H  1.237  -2.978  -1.842
H  -0.468  -2.532  -1.313
H  0.629  -4.561  -0.021
H  1.822  -3.403  0.738
H  -0.004  -3.894  2.249
H  -0.165  -2.134  1.829
H  -1.707  -4.231  0.094
H  -2.206  -4.123  1.824
H  -2.734  -1.194  2.577
H  -4.473  0.468  1.230
H  -4.671  -0.632  -1.395
H  -3.114  -2.823  -1.468
C  -3.082  0.168  8.188
C  -1.777  0.447  7.798
C  -1.163  -0.327  6.824
C  -1.866  -1.375  6.245
C  -3.166  -1.666  6.633
C  -3.774  -0.889  7.610
N  -1.228  -2.179  5.197
O  -0.082  -1.907  4.896
O  -1.885  -3.070  4.686
H  -3.561  0.778  8.946
H  -1.240  1.271  8.252
H  -0.147  -0.102  6.526
H  -3.715  -2.485  6.186
H  -4.790  -1.106  7.919
C  3.571  0.423  -6.151
C  4.504  1.336  -5.674
C  5.048  1.176  -4.408
C  4.652  0.097  -3.631
C  3.715  -0.815  -4.096
C  3.174  -0.648  -5.363
N  5.236  -0.091  -2.302
O  6.044  0.742  -1.908
O  4.879  -1.061  -1.671
H  3.151  0.549  -7.143
H  4.808  2.173  -6.292
H  5.774  1.893  -4.045
H  3.400  -1.655  -3.487
H  2.444  -1.356  -5.737
C  -1.538  5.660  -3.064
C  -2.342  4.540  -3.236
C  -1.791  3.354  -3.701
C  -0.433  3.301  -3.985
C  0.376  4.416  -3.823
C  -0.182  5.600  -3.360
N  0.157  2.042  -4.452
O  -0.586  1.090  -4.600
O  1.357  2.022  -4.660
H  -1.970  6.584  -2.695
H  -3.399  4.590  -3.005
H  -2.425  2.486  -3.832
H  1.434  4.378  -4.048
H  0.441  6.476  -3.227

The orbital gap comes out at 4.12 eV. The calculation puts the largest force on an atom at 0.081 Eh/bohr. For the HOMO energy, the calculation gives -0.103 hartree. As for the charge: -1.

***

Below is a molecular structure, C28H37N8O2PS3Ti at a distorted geometry, with properties calculated with ωB97M-V with the def2-TZVPD basis set.

Element x y z (Å)
Ti  -0.555  -0.361  0.322
N  -2.089  0.590  -0.841
C  -1.753  1.794  -1.637
C  -0.400  1.542  -2.270
N  0.598  1.222  -1.224
C  1.048  2.456  -0.547
C  1.175  2.202  0.931
N  -0.098  1.595  1.364
C  1.772  0.525  -1.797
C  1.433  -0.917  -2.065
N  0.906  -1.477  -0.805
H  -2.937  0.713  -0.301
H  -2.283  -0.148  -1.526
H  -2.489  1.979  -2.415
H  -1.739  2.664  -0.986
H  -0.503  0.681  -2.928
H  -0.078  2.394  -2.875
H  1.985  2.814  -0.976
H  0.308  3.242  -0.700
H  1.977  1.497  1.146
H  1.390  3.129  1.455
H  -0.067  1.385  2.359
H  -0.846  2.273  1.269
H  2.128  1.033  -2.697
H  2.569  0.563  -1.051
H  0.673  -1.019  -2.829
H  2.317  -1.449  -2.406
H  0.505  -2.392  -0.972
H  1.674  -1.617  -0.148
N  -2.887  -5.380  6.145
C  -2.442  -4.323  5.408
C  -1.550  -3.390  5.970
C  -1.104  -2.320  5.234
C  -1.552  -2.156  3.919
C  -2.459  -3.054  3.353
C  -2.898  -4.127  4.094
S  -0.937  -0.827  3.009
O  -0.560  0.218  3.928
O  -1.913  -0.411  1.967
N  0.297  -1.197  2.002
C  1.514  -1.659  2.527
N  2.518  -1.778  1.657
C  3.685  -2.210  2.135
C  3.876  -2.519  3.465
C  2.772  -2.363  4.279
N  1.597  -1.935  3.824
H  -2.477  -5.584  7.038
H  -3.425  -6.107  5.712
H  -1.216  -3.521  6.994
H  -0.423  -1.597  5.661
H  -2.824  -2.896  2.347
H  -3.606  -4.830  3.662
H  4.488  -2.309  1.414
H  4.828  -2.857  3.847
H  2.821  -2.589  5.340
S  -2.046  -1.657  -3.233
P  -2.847  -2.658  -1.724
S  -1.739  -2.668  -0.016
C  -3.206  -4.391  -2.115
C  -2.266  -5.383  -1.840
C  -2.545  -6.709  -2.147
C  -3.761  -7.047  -2.728
C  -4.691  -6.058  -3.023
C  -4.416  -4.730  -2.719
C  -4.456  -1.938  -1.281
C  -5.042  -0.960  -2.075
C  -6.300  -0.459  -1.746
C  -6.967  -0.940  -0.629
C  -6.384  -1.926  0.164
C  -5.133  -2.424  -0.160
H  -1.323  -5.115  -1.381
H  -1.814  -7.480  -1.932
H  -3.985  -8.084  -2.952
H  -5.634  -6.320  -3.489
H  -5.141  -3.961  -2.959
H  -4.519  -0.611  -2.960
H  -6.762  0.295  -2.372
H  -7.948  -0.555  -0.376
H  -6.911  -2.306  1.031
H  -4.676  -3.196  0.450

The spin multiplicity is 2. The orbital gap (spin up / spin down) comes out at 8.08 / 8.42 eV. Its energy above the lowest of the compared OMol25 structures with the same formula, charge and spin is 0.0000 eV. The calculation puts the largest force on an atom at 0.021 Eh/bohr. For the HOMO energy (spin up / spin down), the calculation gives -0.384 / -0.384 hartree. As for the charge: +1. As for the expectation value of S²: 0.75.

***

Below is a molecular structure, C28H38BCrN5P2 at a distorted geometry, with properties calculated with ωB97M-V with the def2-TZVPD basis set.

Element x y z (Å)
Cr  -0.741  0.614  4.393
C  0.832  -2.752  3.784
C  1.090  -1.548  3.250
C  0.925  -1.160  1.835
C  -0.367  -0.517  1.286
C  -1.665  -1.015  1.849
C  -1.966  -2.229  2.294
C  -1.161  -3.462  2.158
C  -0.077  -3.809  3.237
C  -2.733  0.308  5.106
H  1.165  -2.985  4.808
H  1.766  -0.860  3.762
H  1.159  -2.074  1.262
H  1.738  -0.432  1.657
H  -0.263  0.591  1.331
H  -0.378  -0.738  0.200
H  -2.497  -0.317  1.679
H  -2.835  -2.350  2.963
H  -0.685  -3.433  1.166
H  -1.905  -4.265  2.279
H  -0.587  -4.281  4.104
H  0.541  -4.600  2.771
H  -2.849  -0.669  5.619
H  -3.622  0.468  4.470
H  -2.705  1.146  5.849
P  -1.370  1.219  -1.814
P  1.919  1.135  -1.296
N  -2.563  0.181  -2.555
N  -2.074  2.734  -2.657
N  2.538  -0.413  -1.988
N  3.494  1.992  -1.641
C  -0.177  1.007  -3.236
C  1.177  1.649  -2.892
C  -3.549  -0.494  -1.814
C  -4.366  -1.160  -2.729
C  -3.883  -0.867  -4.046
C  -2.786  -0.044  -3.897
C  -2.566  3.835  -1.934
C  -2.990  4.832  -2.850
C  -2.812  4.298  -4.161
C  -2.202  3.053  -4.002
C  2.480  -1.593  -1.242
C  2.619  -2.675  -2.103
C  2.901  -2.145  -3.402
C  2.789  -0.765  -3.333
C  4.484  1.693  -2.572
C  5.499  2.642  -2.483
C  5.100  3.578  -1.488
C  3.844  3.196  -1.015
H  -0.492  1.481  -4.171
H  -0.089  -0.067  -3.435
H  1.858  1.524  -3.737
H  1.016  2.734  -2.828
H  -3.557  -0.444  -0.727
H  -5.235  -1.769  -2.501
H  -4.291  -1.167  -4.978
H  -2.119  0.365  -4.637
H  -2.586  3.832  -0.869
H  -3.355  5.840  -2.619
H  -3.097  4.733  -5.115
H  -1.832  2.399  -4.776
H  2.406  -1.528  -0.150
H  2.546  -3.712  -1.861
H  3.200  -2.670  -4.300
H  2.865  -0.025  -4.115
H  4.402  0.855  -3.232
H  6.403  2.622  -3.053
H  5.684  4.422  -1.144
H  3.165  3.658  -0.330
B  0.756  -1.823  8.201
C  0.255  -1.151  6.880
N  -0.174  -0.649  5.914
H  -0.078  -1.560  9.094
H  1.878  -1.365  8.512
H  0.787  -3.054  8.015

The spin multiplicity is 5. The orbital gap (spin up / spin down) comes out at 7.05 / 6.95 eV. Its energy above the lowest of the compared OMol25 structures with the same formula, charge and spin is 0.0000 eV. The calculation puts the largest force on an atom at 0.093 Eh/bohr. For the HOMO energy (spin up / spin down), the calculation gives -0.311 / -0.311 hartree. As for the expectation value of S²: 6.10.

***

Below is a molecular structure, C28H38BN5P2Sr at a distorted geometry, with properties calculated with ωB97M-V with the def2-TZVPD basis set.

Element x y z (Å)
Sr  0.256  -2.617  -3.127
C  -1.014  3.060  -0.652
C  -1.602  2.238  -1.542
C  -1.044  1.884  -2.901
C  0.144  0.931  -2.928
C  1.523  1.404  -2.647
C  1.884  2.631  -2.264
C  1.024  3.840  -2.185
C  0.116  4.014  -0.921
C  2.139  -3.050  -1.230
H  -1.425  3.127  0.366
H  -2.413  1.570  -1.206
H  -0.876  2.745  -3.544
H  -1.878  1.320  -3.338
H  -0.162  0.211  -2.137
H  0.103  0.346  -3.871
H  2.284  0.626  -2.870
H  2.925  2.826  -1.990
H  0.436  3.962  -3.096
H  1.723  4.689  -2.136
H  0.759  3.917  -0.030
H  -0.248  5.065  -0.974
H  1.693  -3.128  -0.221
H  2.234  -1.989  -1.513
H  3.148  -3.479  -1.302
P  1.368  -1.411  -7.116
P  -2.027  -0.909  -6.990
N  2.573  -0.141  -7.313
N  2.186  -2.580  -8.254
N  -2.136  0.910  -7.277
N  -3.630  -1.280  -7.691
C  0.311  -0.610  -8.431
C  -1.105  -1.175  -8.567
C  3.480  0.247  -6.317
C  4.491  1.006  -6.897
C  4.204  1.099  -8.299
C  3.008  0.437  -8.512
C  2.403  -3.915  -7.897
C  2.824  -4.623  -9.014
C  2.873  -3.702  -10.108
C  2.508  -2.461  -9.607
C  -1.934  1.757  -6.181
C  -1.793  3.082  -6.604
C  -1.901  3.066  -8.038
C  -2.119  1.733  -8.409
C  -4.398  -0.560  -8.611
C  -5.507  -1.309  -9.003
C  -5.402  -2.582  -8.338
C  -4.239  -2.541  -7.575
H  0.790  -0.780  -9.410
H  0.297  0.468  -8.156
H  -1.608  -0.644  -9.386
H  -1.152  -2.259  -8.784
H  3.310  -0.036  -5.282
H  5.344  1.431  -6.370
H  4.805  1.548  -9.084
H  2.420  0.383  -9.417
H  2.239  -4.227  -6.874
H  3.057  -5.681  -9.038
H  3.131  -3.924  -11.136
H  2.468  -1.508  -10.114
H  -1.896  1.335  -5.196
H  -1.671  3.936  -5.941
H  -1.838  3.928  -8.700
H  -2.241  1.350  -9.408
H  -4.100  0.424  -8.918
H  -6.301  -0.985  -9.673
H  -6.094  -3.419  -8.410
H  -3.770  -3.292  -6.961
B  -0.861  -1.295  1.341
C  -0.701  -1.098  -0.169
N  -0.596  -1.189  -1.362
H  0.208  -1.834  1.686
H  -1.791  -2.053  1.477
H  -1.212  -0.258  1.866

The orbital gap comes out at 5.81 eV. The calculation puts the largest force on an atom at 0.087 Eh/bohr. For the HOMO energy, the calculation gives -0.267 hartree.

***

Below is a molecular structure, C28H38BrCdN6O5P2 at a distorted geometry, with properties calculated with ωB97M-V with the def2-TZVPD basis set.

Element x y z (Å)
Cd  -0.817  -0.559  1.322
C  4.680  1.786  -0.802
N  3.612  0.806  -0.719
C  4.173  -0.571  -0.630
P  2.479  1.165  0.434
O  1.490  0.077  0.508
O  1.914  2.589  -0.077
P  0.355  2.900  -0.425
O  -0.611  2.484  0.562
N  0.132  2.285  -1.947
C  1.104  2.640  -2.990
C  -0.414  0.914  -2.124
N  0.510  4.535  -0.626
C  -0.759  5.264  -0.695
C  1.710  5.311  -0.738
N  3.154  1.654  1.840
C  2.902  2.932  2.484
C  3.411  0.564  2.803
H  5.385  1.722  0.053
H  4.329  2.819  -0.836
H  5.240  1.618  -1.731
H  5.062  -0.586  0.044
H  4.515  -0.893  -1.623
H  3.431  -1.278  -0.240
H  1.487  3.659  -2.917
H  0.595  2.548  -3.974
H  1.992  1.976  -2.999
H  -1.194  0.759  -1.402
H  0.351  0.147  -1.970
H  -0.841  0.815  -3.123
H  -1.601  4.575  -0.511
H  -0.935  5.727  -1.655
H  -0.759  6.038  0.089
H  2.595  4.693  -0.729
H  1.772  6.009  0.118
H  1.782  5.882  -1.675
H  2.856  3.780  1.805
H  3.746  3.149  3.159
H  2.006  2.920  3.135
H  3.482  -0.400  2.296
H  2.582  0.512  3.470
H  4.336  0.749  3.371
Br  -7.986  -3.268  0.242
C  -7.026  -1.632  0.136
C  -7.661  -0.466  -0.270
C  -6.878  0.685  -0.354
C  -5.535  0.656  -0.083
C  -4.918  -0.506  0.391
C  -5.696  -1.652  0.520
C  -3.484  -0.555  0.766
O  -3.116  -1.291  1.721
O  -2.666  0.183  0.108
H  -8.716  -0.477  -0.477
H  -7.385  1.591  -0.696
H  -4.930  1.542  -0.237
H  -5.209  -2.575  0.730
C  3.603  -4.127  0.830
C  2.814  -4.429  -0.257
C  1.557  -3.870  -0.402
C  1.011  -2.986  0.548
C  1.842  -2.668  1.659
C  3.083  -3.260  1.766
N  -0.215  -2.367  0.326
C  -1.258  -3.174  -0.214
C  -1.498  -4.454  0.260
C  -2.568  -5.198  -0.190
C  -3.462  -4.678  -1.115
C  -3.214  -3.441  -1.674
C  -2.117  -2.692  -1.236
H  4.579  -4.576  0.963
H  3.164  -5.135  -0.995
H  0.898  -4.184  -1.211
H  1.497  -2.026  2.430
H  3.658  -2.966  2.658
H  -0.837  -4.866  1.046
H  -2.739  -6.189  0.254
H  -4.283  -5.264  -1.424
H  -3.835  -3.085  -2.488
H  -1.927  -1.693  -1.662
N  0.360  0.999  4.066
C  -0.147  0.374  3.232

The orbital gap comes out at 6.33 eV. The calculation puts the largest force on an atom at 0.041 Eh/bohr. For the HOMO energy, the calculation gives -0.149 hartree. As for the charge: -1.